The following is a DFT calculation (ωB97M-V/def2-TZVPD) of C10H11F4N2S3SbV as an isolated structure.

Computed properties:
electronic energy	-3275.58269	a.u.
HOMO (spin up / spin down)	-4.02 / -4.13	eV

Structure (ORCA input):
```
! RIJCOSX wB97M-V def2-TZVPD def2/J DEFGRID3
* xyz -1 3
V 1.13875 1.35641 -0.85123
C -1.50179 0.28872 -3.10120
N -1.31225 0.28294 -1.65866
C -2.34492 1.05827 -0.99259
C -1.21902 -1.09287 -1.14155
C 0.22536 -1.40429 -0.77071
N 0.66152 -0.32536 0.09003
C 0.65882 -0.38178 1.43508
C 0.60519 0.85354 2.11257
F 0.47880 1.96072 1.31513
C 0.62286 0.98870 3.47487
F 0.54848 2.21478 4.01956
C 0.69686 -0.12552 4.29208
C 0.74361 -1.35382 3.66247
F 0.82382 -2.46727 4.41584
C 0.73032 -1.50168 2.28963
F 0.81057 -2.75161 1.79020
H -2.46112 -0.17539 -3.38163
H -0.68338 -0.24663 -3.58052
H -1.47449 1.31174 -3.47278
H -3.35299 0.64083 -1.15224
H -2.33525 2.08039 -1.37464
H -2.14999 1.08685 0.08036
H -1.60979 -1.80501 -1.87794
H -1.84017 -1.18295 -0.24541
H 0.86166 -1.40767 -1.66340
H 0.31368 -2.38741 -0.31082
H 0.72737 -0.03968 5.36688
S 3.58938 -0.79836 -2.97631
Sb 3.61546 1.45343 -2.63254
S 1.18570 2.10512 -2.96413
S 3.24692 1.76485 -0.19640
*
```